1.
{"formula": "C4H8AuF6NO4S2Sb", "method": "ωB97M-V/def2-TZVPD", "elements": ["S", "F", "C", "S", "N", "F", "F", "F", "F", "Sb", "H", "O", "O", "H", "H", "F", "O", "H", "C", "H", "C", "H", "C", "Au", "H", "H", "O"], "positions_angstrom": [[1.742, -0.974, -0.541], [-3.527, -2.817, -1.858], [1.896, 3.127, -0.286], [-0.298, 1.591, -0.019], [-0.370, -0.382, 3.184], [-1.619, -1.095, -1.540], [-3.042, -1.944, 0.549], [-3.861, -0.215, -2.697], [-3.186, 0.536, -0.217], [-3.574, -1.100, -1.078], [4.113, 1.506, 0.089], [0.575, -0.234, 2.288], [-0.602, -3.210, 0.018], [2.592, 3.273, -1.112], [3.858, 1.378, -1.654], [-5.372, -1.168, -0.603], [-0.138, -0.100, 4.320], [2.425, 3.336, 0.647], [3.697, 0.876, -0.698], [-1.029, -3.245, -0.851], [1.368, 1.719, -0.256], [1.084, 3.845, -0.377], [2.229, 0.643, -0.458], [-0.514, -0.849, 0.484], [-1.241, -3.611, 0.622], [4.239, -0.067, -0.708], [-1.446, -0.818, 2.750]], "fmax_ev_per_a": 1.17, "e_homo_ev": [-9.28, -10.64], "multiplicity": 4, "total_energy_ev": -62160.3895}

---

2.
{"formula": "C11H19N2S", "method": "ωB97M-V/def2-TZVPD", "elements": ["H", "H", "H", "C", "H", "H", "C", "H", "H", "H", "H", "C", "H", "S", "C", "C", "H", "C", "C", "N", "C", "H", "C", "C", "H", "N", "H", "H", "H", "H", "H", "C", "H"], "positions_angstrom": [[1.790, -2.469, -1.250], [2.679, 1.110, 2.281], [-4.988, 1.290, -0.936], [2.844, -4.308, -0.802], [0.738, -3.864, -1.098], [2.659, -5.225, -0.242], [-3.770, 2.100, 0.666], [4.068, -3.393, 0.743], [-4.932, 3.758, -0.113], [4.977, -4.323, -0.442], [2.946, -4.592, -1.850], [1.651, 1.129, 1.928], [-3.893, 0.122, -0.204], [1.624, 0.566, 0.214], [0.411, 2.676, -1.303], [-2.950, 4.009, -0.695], [1.045, 0.410, 2.475], [1.341, -3.032, 0.712], [4.130, -3.652, -0.316], [-2.180, 4.337, -1.482], [-3.990, 1.161, -0.515], [-3.833, 4.211, 1.177], [0.913, 1.792, -0.667], [-3.935, 3.578, 0.294], [2.904, 0.731, -0.162], [1.138, -2.746, 1.806], [-4.484, 1.872, 1.457], [4.344, -2.741, -0.882], [1.250, 2.136, 1.970], [-3.265, 1.344, -1.311], [-2.773, 1.944, 1.086], [1.625, -3.387, -0.680], [-0.080, 3.454, -1.860]], "fmax_ev_per_a": 0.74, "relative_energy_kj_mol": 214.1, "e_homo_ev": -14.36, "total_charge": 1, "total_energy_ev": -25520.3784}

---

3.
{"formula": "C4H10OS", "method": "ωB97M-V/def2-TZVPD", "elements": ["S", "H", "H", "H", "O", "C", "H", "H", "H", "H", "H", "H", "H", "C", "C", "C"], "positions_angstrom": [[1.549, 1.466, -0.938], [0.582, 0.628, 3.223], [-0.146, 0.775, -3.474], [-0.495, 0.286, -0.287], [0.062, -1.993, 1.275], [-0.144, -1.156, 2.255], [-0.850, -0.581, -2.729], [-0.824, 1.949, -0.916], [2.049, 0.243, -0.677], [1.917, -0.284, 2.610], [-0.655, -2.195, 0.662], [-1.187, -1.227, 2.767], [-1.762, 0.911, -2.701], [0.823, -0.274, 2.682], [-0.269, 0.985, -1.185], [-0.650, 0.465, -2.567]], "fmax_ev_per_a": 4.21, "relative_energy_kj_mol": 236.5, "e_homo_ev": -8.65, "total_energy_ev": -17190.3742}

---

4.
{"formula": "C32H53F4GeN2O3SbSeTi", "method": "ωB97M-V/def2-TZVPD", "elements": ["H", "H", "C", "H", "H", "H", "Ge", "H", "H", "H", "H", "H", "C", "C", "N", "H", "C", "H", "H", "H", "H", "C", "H", "H", "F", "C", "C", "H", "H", "C", "C", "H", "C", "C", "O", "Se", "H", "Ti", "C", "H", "H", "H", "F", "Sb", "C", "H", "H", "H", "H", "C", "C", "H", "C", "H", "C", "H", "H", "C", "H", "C", "H", "H", "H", "H", "H", "C", "H", "H", "C", "H", "H", "H", "F", "C", "C", "C", "H", "H", "C", "C", "C", "H", "H", "H", "C", "H", "O", "H", "C", "C", "C", "F", "C", "N", "H", "H", "O", "H"], "positions_angstrom": [[-1.006, 0.087, -4.290], [-1.723, -0.433, -5.823], [0.311, 5.832, 1.551], [-4.654, 2.547, 0.418], [-4.236, -0.604, 0.270], [3.010, 2.817, -0.038], [-2.516, -1.931, -3.898], [-0.353, -1.319, -5.135], [-2.311, -4.068, -5.314], [-2.608, 0.059, -1.401], [-1.625, 2.705, -1.705], [4.374, -0.026, -4.113], [0.055, -1.723, 2.831], [3.042, 2.611, -1.110], [-2.485, 0.551, 0.624], [5.096, 0.161, -0.330], [-3.147, -3.447, -4.990], [4.371, 2.989, -2.787], [0.047, -3.518, 0.048], [-2.389, 2.526, 1.310], [2.202, 3.142, -1.564], [4.705, -1.763, -1.243], [0.493, 6.802, 1.988], [-3.950, -2.077, 2.290], [0.417, 4.765, 3.645], [-1.286, 1.782, -1.242], [-3.282, -0.690, 0.805], [-1.089, -5.436, 6.872], [0.641, -5.136, 6.606], [-0.185, 3.269, 0.359], [0.256, 4.684, 2.319], [5.174, 0.176, -2.093], [3.194, 0.563, 3.112], [-2.540, 0.960, -0.796], [-0.709, -4.322, 5.248], [-0.381, -1.467, -1.344], [-0.862, -3.498, -2.764], [-0.207, 0.266, 0.830], [4.639, -0.237, -1.239], [1.199, -3.437, -1.318], [-3.813, 0.184, -3.204], [-1.406, -3.264, 3.056], [-0.085, 2.366, 2.535], [2.569, 0.484, -1.295], [3.530, 0.608, -4.385], [5.741, -2.109, -1.205], [-3.442, 1.545, -0.985], [4.181, -2.184, -0.383], [-2.712, -1.493, 0.340], [1.246, -1.110, 3.370], [-3.567, -1.056, 2.256], [1.420, -2.390, 0.112], [-0.530, -2.795, 3.487], [1.922, -0.636, -3.653], [0.694, -2.870, -0.539], [3.628, 0.079, 3.981], [-4.816, -0.883, -4.185], [1.085, -2.670, 5.260], [-3.836, -4.069, -4.418], [-1.546, -2.746, -2.372], [-5.113, 1.131, 1.370], [-4.572, -1.242, -2.473], [-0.401, -3.837, 7.243], [-2.663, -1.022, 2.855], [-3.670, -3.086, -5.877], [-1.271, -0.782, -4.895], [-2.793, 1.339, 2.532], [-4.749, 2.658, 2.170], [4.362, 3.092, -1.704], [4.251, -2.175, -2.148], [1.488, -3.013, 6.203], [5.210, 2.535, -1.304], [0.217, 6.765, -0.595], [1.703, -1.625, 4.606], [2.326, 0.365, -3.482], [-4.090, -0.856, -3.371], [1.526, 1.072, -3.720], [3.857, 1.645, -4.342], [0.019, 3.460, 1.744], [-0.102, 4.458, -0.397], [0.136, 5.683, 0.189], [4.515, 4.149, -1.473], [-4.317, -0.409, 2.712], [-2.222, -3.224, -1.661], [-2.985, 1.637, 1.502], [3.274, 0.388, -5.425], [1.418, 0.426, 1.539], [2.565, -1.177, 5.078], [1.898, -0.058, 2.680], [-0.036, -3.273, 4.696], [-4.464, 2.005, 1.344], [-0.179, 4.408, -1.744], [-0.358, -4.693, 6.563], [-0.425, 2.013, -0.092], [3.041, 1.623, 3.336], [-0.740, 1.226, -2.012], [-0.507, -1.263, 1.706], [3.906, 0.505, 2.283]], "fmax_ev_per_a": 2.68, "e_homo_ev": [-5.31, -7.42], "multiplicity": 3, "total_energy_ev": -205550.3899}

---

5.
{"formula": "C4H12N3O", "method": "ωB97M-V/def2-TZVPD", "elements": ["C", "C", "C", "H", "H", "H", "H", "H", "H", "H", "N", "H", "H", "H", "H", "H", "N", "C", "N", "O"], "positions_angstrom": [[0.171, -0.972, 0.175], [0.359, -1.562, 1.595], [0.007, 0.616, 0.184], [-0.595, -1.396, 2.009], [1.484, -2.011, -0.804], [-0.549, 2.565, 0.021], [0.668, -2.627, 1.789], [1.059, 0.655, -1.582], [0.911, -0.879, 2.054], [-0.900, -1.131, -1.597], [0.026, 2.591, -1.030], [-0.398, 2.888, -1.951], [-2.006, -1.360, -0.126], [-0.333, 2.112, 1.523], [-0.891, -2.642, -0.617], [0.735, 3.271, -0.713], [0.443, 1.296, -0.942], [-1.036, -1.498, -0.607], [-0.474, 1.150, 1.219], [1.319, -1.065, -0.602]], "fmax_ev_per_a": 4.54, "relative_energy_kj_mol": 437.6, "e_homo_ev": -14.23, "total_charge": 1, "total_energy_ev": -10850.5574}

---

6.
{"formula": "C14H8Cl2F6FeNO20S2", "method": "ωB97M-V/def2-TZVPD", "elements": ["O", "C", "H", "O", "C", "C", "H", "O", "C", "C", "Fe", "S", "C", "F", "O", "O", "O", "F", "C", "C", "F", "O", "O", "Cl", "O", "C", "H", "N", "O", "H", "C", "C", "F", "F", "H", "F", "C", "Cl", "O", "H", "O", "O", "O", "C", "C", "O", "H", "O", "O", "O", "O", "H", "S", "O"], "positions_angstrom": [[2.714, -1.573, -2.745], [3.867, 0.885, -3.522], [-4.985, 1.927, 4.173], [4.683, -0.222, -0.822], [-1.061, 0.327, 2.607], [-2.062, -2.170, 0.221], [-3.763, -1.387, 0.802], [0.010, -0.435, 2.227], [-1.679, -4.611, 0.164], [-2.974, 0.813, 4.162], [0.555, 1.401, -1.094], [3.382, -0.305, -0.180], [-0.147, -2.954, -0.963], [5.015, 1.059, -2.834], [-0.337, -0.588, -0.737], [-0.701, 1.596, 0.549], [-3.544, 0.387, 5.179], [3.429, 1.999, -4.000], [3.586, 0.651, 1.510], [-2.650, 2.131, 2.100], [4.397, -0.024, 2.359], [-2.091, -5.703, 0.488], [-2.849, -1.150, 0.628], [-2.441, 1.451, -3.207], [-2.166, 2.285, -4.341], [-1.391, 1.390, 1.626], [0.783, -2.893, -1.508], [2.222, 0.493, -0.980], [-3.595, 1.898, -2.451], [-1.506, -0.614, 4.471], [-2.386, -3.416, 0.575], [-0.432, -4.279, -0.566], [4.192, 1.724, 1.218], [2.362, 0.736, 2.064], [-0.174, -6.230, -0.754], [4.270, 0.148, -4.580], [-3.380, 1.810, 3.202], [2.222, 3.895, -1.036], [-2.505, 0.043, -3.451], [-3.051, 2.915, 1.474], [2.874, -1.530, 0.252], [1.250, 0.361, -2.963], [-4.623, 2.358, 3.395], [-1.765, 0.182, 3.789], [-0.793, -1.745, -0.523], [0.294, -5.397, -0.850], [0.451, -0.784, 3.005], [-1.250, 1.509, -2.427], [1.708, 5.221, -0.841], [1.338, 3.315, -2.041], [1.857, 3.079, 0.120], [-3.324, -3.631, 1.064], [2.553, -0.164, -2.573], [3.611, 3.815, -1.437]], "fmax_ev_per_a": 4.92, "e_homo_ev": [-9.04, -10.37], "multiplicity": 6, "total_energy_ev": -154468.4928}